Record 1
{"formula": "C26H32IN5O8ReSSi", "method": "wB97M-V/def2-TZVPD", "elements": ["Re", "O", "C", "O", "C", "C", "C", "C", "C", "O", "C", "C", "O", "O", "H", "H", "H", "H", "H", "H", "H", "H", "C", "C", "C", "C", "C", "C", "N", "N", "Si", "C", "C", "C", "H", "H", "H", "H", "H", "H", "H", "H", "H", "H", "H", "H", "H", "H", "H", "N", "C", "C", "C", "C", "C", "C", "S", "O", "O", "O", "H", "H", "H", "H", "H", "H", "I", "C", "C", "N", "N", "C", "H", "H", "H"], "xyz": [[-1.14938, 0.71603, 0.36174], [-4.56953, 0.66028, 2.69820], [-3.48221, 0.33786, 2.31507], [-2.92919, 0.85187, 1.20150], [-2.64311, -0.70485, 3.01521], [-2.14657, -1.74523, 2.01717], [-1.59719, -2.96676, 2.74308], [-0.26513, -2.41011, 3.32622], [-0.27291, -0.97745, 2.81006], [-0.92436, -1.13465, 1.49941], [-1.29511, -0.12641, 3.57224], [-1.14481, 1.37294, 3.33196], [-1.36175, 2.16256, 4.21200], [-0.72410, 1.74917, 2.12250], [-3.25689, -1.14493, 3.79550], [-2.83156, -1.95711, 1.20081], [-2.28817, -3.33032, 3.50052], [-1.40200, -3.76816, 2.03346], [-0.22074, -2.44491, 4.41257], [0.59254, -2.94596, 2.92434], [0.71416, -0.54765, 2.69814], [-1.21568, -0.26311, 4.64693], [-4.34915, -0.90908, -0.95416], [-3.03508, -1.12294, -1.64588], [-2.92869, -1.95048, -2.74719], [-1.70295, -2.08868, -3.39762], [-0.60014, -1.37322, -2.98273], [-0.76075, -0.52745, -1.88669], [-1.93821, -0.46274, -1.22728], [0.09431, 0.34252, -1.27142], [1.35774, 1.12445, -2.27368], [1.87708, 2.76371, -1.52382], [0.57651, 1.59027, -3.91228], [2.78250, -0.02763, -2.54350], [-5.12340, -0.71936, -1.69690], [-4.30717, -0.06639, -0.27238], [-4.64961, -1.79890, -0.39664], [-3.80253, -2.47670, -3.10448], [-1.61942, -2.76372, -4.23952], [0.35775, -1.46282, -3.47328], [1.13528, 3.17216, -0.83423], [2.00480, 3.49033, -2.32885], [2.83906, 2.68751, -1.00808], [-0.32610, 2.18798, -3.76469], [0.30354, 0.73423, -4.53118], [1.27730, 2.20244, -4.48512], [3.44615, -0.06176, -1.67698], [3.37328, 0.28576, -3.40839], [2.44916, -1.05230, -2.71974], [1.40825, 1.08946, 0.97269], [2.40541, 0.04112, 0.86113], [2.02201, -1.24780, 0.51781], [2.97799, -2.23831, 0.35099], [4.31935, -1.93467, 0.52459], [4.70820, -0.65095, 0.89472], [3.74982, 0.33852, 1.05374], [5.55797, -3.22790, 0.33439], [4.89695, -4.21420, -0.50517], [6.68013, -2.54266, -0.28091], [5.77446, -3.64431, 1.70998], [1.77292, 1.98134, 0.66273], [1.06555, 1.22104, 1.91452], [0.97958, -1.46566, 0.34409], [2.71367, -3.24286, 0.04575], [5.76010, -0.44619, 1.04472], [4.04774, 1.34462, 1.33354], [-2.44603, 5.62558, -3.19910], [-1.93646, 4.41410, -1.62043], [-1.55176, 4.79384, -0.34773], [-1.28365, 3.67536, 0.33063], [-1.47267, 2.58782, -0.43414], [-1.87917, 3.02099, -1.62443], [-1.45776, 5.77147, 0.09365], [-1.00379, 3.52503, 1.29859], [-2.12641, 2.32488, -2.40822]], "orbital_gap_ha": [0.20322, 0.20020], "s2": 0.76, "spin_multiplicity": 2, "largest_force_ev_per_a": 3.5, "molar_mass_g_mol": 915.8, "homo_energy_ev": [-7.54, -7.54], "e_tot_ev": -80257.2960}

---

Record 2
{"formula": "C45H48As2BrIrN5O2", "method": "wB97M-V/def2-TZVPD", "elements": ["Ir", "C", "O", "C", "C", "C", "Br", "C", "C", "C", "O", "C", "N", "C", "C", "C", "C", "C", "C", "N", "H", "H", "H", "H", "H", "H", "H", "H", "H", "H", "H", "C", "C", "As", "C", "C", "C", "C", "C", "C", "C", "C", "C", "C", "C", "C", "As", "C", "C", "C", "C", "C", "C", "C", "C", "C", "C", "C", "C", "H", "H", "H", "H", "H", "H", "H", "H", "H", "H", "H", "H", "H", "H", "H", "H", "H", "H", "H", "H", "H", "H", "H", "H", "C", "N", "C", "C", "N", "N", "C", "C", "H", "H", "H", "H", "H", "H", "H", "H", "H", "H", "H", "H", "H"], "xyz": [[-0.90493, 0.39960, 0.07031], [-1.91618, 0.08129, 3.22455], [-0.75050, 0.27088, 2.38015], [0.48351, 0.37062, 3.03047], [0.61921, 0.43066, 4.40412], [1.90252, 0.42953, 4.94008], [2.10499, 0.49678, 6.79547], [3.01853, 0.39315, 4.12309], [2.87033, 0.39690, 2.73843], [1.59271, 0.37294, 2.21311], [1.34156, 0.31540, 0.84040], [4.08558, 0.42711, 1.89697], [5.12905, -0.29292, 2.13732], [6.05935, 0.08137, 1.16056], [7.36203, -0.37285, 0.96136], [8.07233, 0.16977, -0.08579], [7.51108, 1.15253, -0.92605], [6.22993, 1.61765, -0.73907], [5.52320, 1.06228, 0.32887], [4.22361, 1.24944, 0.78814], [-2.14574, 1.00034, 3.76113], [-1.73612, -0.73115, 3.92472], [-2.74096, -0.17620, 2.56948], [-0.23453, 0.45437, 5.06535], [4.01748, 0.38481, 4.53973], [2.05227, -0.16571, 0.37913], [7.80183, -1.09680, 1.63528], [9.09257, -0.14731, -0.25837], [8.10575, 1.55892, -1.73335], [5.80336, 2.37005, -1.39178], [3.62619, 2.02138, 0.54698], [-2.85592, -1.72230, -1.57678], [-1.77086, -1.66854, -2.62494], [-0.52280, -0.20961, -2.27622], [1.22563, -0.98047, -2.43506], [2.33413, -0.35670, -1.85709], [3.58885, -0.94284, -1.95631], [3.73471, -2.14795, -2.63459], [2.64153, -2.73940, -3.25199], [1.38184, -2.15924, -3.15797], [-0.73112, 0.93766, -3.78263], [0.39977, 1.41452, -4.43534], [0.23948, 2.13738, -5.61010], [-1.03189, 2.38470, -6.11039], [-2.15883, 1.92006, -5.43849], [-2.01354, 1.20357, -4.26226], [-2.09418, -1.71025, 0.19823], [-0.69244, -3.00597, 0.17999], [0.50675, -2.76497, 0.84621], [1.53013, -3.70333, 0.78480], [1.34375, -4.87623, 0.06505], [0.12940, -5.13037, -0.56876], [-0.89507, -4.19988, -0.51344], [-3.48954, -2.39347, 1.29265], [-3.17892, -3.40522, 2.19660], [-4.22162, -4.05769, 2.83905], [-5.53644, -3.67922, 2.59740], [-5.82843, -2.63970, 1.71795], [-4.80247, -1.97833, 1.06515], [-3.51293, -2.58518, -1.68028], [-3.48087, -0.83020, -1.64020], [-2.20028, -1.51250, -3.61170], [-1.18506, -2.58204, -2.65303], [2.23274, 0.62192, -1.40048], [4.45577, -0.45711, -1.52291], [4.71125, -2.60963, -2.70555], [2.76532, -3.65306, -3.82019], [0.55398, -2.61670, -3.68168], [1.39281, 1.21148, -4.05799], [1.11142, 2.49999, -6.13802], [-1.14835, 2.94364, -7.03026], [-3.14739, 2.10853, -5.83673], [-2.89537, 0.84855, -3.73964], [0.62938, -1.87804, 1.44938], [2.46010, -3.52764, 1.31256], [2.13856, -5.61002, 0.01562], [-0.02230, -6.06235, -1.09909], [-1.84502, -4.41898, -0.98866], [-2.15443, -3.69905, 2.38283], [-4.00438, -4.86540, 3.52543], [-6.34338, -4.19379, 3.10291], [-6.85537, -2.35015, 1.53802], [-5.02957, -1.16856, 0.38271], [-1.79912, 4.24368, 2.51595], [-1.46363, 3.49277, 1.29969], [-0.03332, 3.34480, 1.05505], [-2.40230, 2.96397, 0.50170], [-2.16817, 1.84590, -0.22279], [-3.58864, 3.55840, 0.38797], [-4.77533, 2.82101, -0.05402], [-3.74112, 5.02290, 0.44033], [-1.15295, 3.89256, 3.32006], [-2.83196, 4.05969, 2.79655], [-1.64055, 5.31470, 2.39465], [0.42612, 4.33188, 0.97935], [0.14913, 2.82917, 0.10905], [0.44773, 2.81024, 1.87041], [-2.84749, 1.69422, -0.95113], [-4.88719, 2.84877, -1.14067], [-5.65234, 3.29105, 0.38450], [-4.73617, 1.79094, 0.29358], [-2.77114, 5.50824, 0.39914], [-4.27435, 5.33571, 1.33689], [-4.31578, 5.33466, -0.43083]], "total_charge": 3, "orbital_gap_ha": [0.18124, 0.18121], "largest_force_ev_per_a": 2.5, "molar_mass_g_mol": 1112.9, "homo_energy_ev": [-14.55, -14.55], "e_tot_ev": -253523.6261}

---

Record 3
{"formula": "C4H8EuO3", "method": "wB97M-V/def2-TZVPD", "elements": ["O", "C", "O", "C", "C", "O", "C", "Eu", "H", "H", "H", "H", "H", "H", "H", "H"], "xyz": [[-2.59239, -0.64025, 0.80018], [-2.49031, 0.67813, 0.52612], [-1.04442, 1.01194, 0.58383], [-0.33486, 1.13019, -0.61088], [1.02213, 0.56743, -0.44910], [0.92009, -0.76933, 0.01305], [2.15203, -1.49967, -0.00028], [-0.87585, -1.22922, 1.27520], [-2.94749, 1.32979, 1.28914], [-2.84370, 0.96093, -0.48171], [0.78840, 1.46905, -1.47124], [1.84140, 1.11522, 0.02927], [1.95688, -2.46573, 0.47452], [2.47037, -1.64329, -1.03972], [2.91397, -0.95264, 0.56939], [-0.93626, 0.93746, -1.50776]], "total_charge": 1, "orbital_gap_ha": [0.27430, 0.30478], "s2": 20.02, "spin_multiplicity": 9, "largest_force_ev_per_a": 7.7, "molar_mass_g_mol": 256.1, "homo_energy_ev": [-11.36, -13.37], "e_tot_ev": -29736.3572}

---

Record 4
{"formula": "C4H12N2O", "method": "wB97M-V/def2-TZVPD", "elements": ["C", "N", "C", "C", "N", "C", "O", "H", "H", "H", "H", "H", "H", "H", "H", "H", "H", "H", "H"], "xyz": [[-2.79836, 1.16292, -0.91962], [-1.86005, 0.05961, -0.66840], [-0.45425, 0.40678, -0.75029], [0.38327, -0.13838, 0.40061], [0.38120, -1.60587, 0.45921], [1.79891, 0.42596, 0.35115], [2.71061, -0.30657, 1.15329], [-3.80647, 0.73470, -0.92814], [-2.81023, 1.91630, -0.14139], [-2.61320, 1.52397, -1.92884], [-2.22462, -0.51976, 0.07162], [-0.39123, 1.50081, -0.82023], [-0.03796, 0.05459, -1.69939], [0.01879, 0.17846, 1.38187], [-0.52656, -1.99890, 0.63050], [0.75342, -1.98938, -0.40424], [1.63846, 1.45219, 0.67967], [2.20505, 0.29554, -0.65632], [2.24990, -1.13157, 1.38138]], "orbital_gap_ha": 0.35261, "largest_force_ev_per_a": 1.6, "molar_mass_g_mol": 104.2, "homo_energy_ev": -8.65, "e_tot_ev": -9369.4471, "smiles": "CNC[C@@H](N)CO"}

---

Record 5
{"formula": "C5H7Br", "method": "wB97M-V/def2-TZVPD", "elements": ["C", "C", "C", "C", "Br", "C", "H", "H", "H", "H", "H", "H", "H"], "xyz": [[-0.74842, -1.73455, -0.49497], [-0.19304, -0.38170, -0.21032], [-0.54500, 0.86234, -0.66564], [0.66580, 1.58288, 0.11569], [0.38975, 3.00070, 1.32897], [0.79073, 0.07030, 0.88523], [-1.79483, -1.57867, -0.81057], [-0.56086, -2.28904, 0.37433], [-0.19558, -2.04921, -1.38695], [-1.38816, 1.28131, -1.32402], [1.55003, 1.75564, -0.60148], [0.32771, -0.03348, 1.90335], [1.70186, -0.48653, 0.88637]], "orbital_gap_ha": 0.37292, "largest_force_ev_per_a": 3.8, "molar_mass_g_mol": 147.0, "homo_energy_ev": -9.15, "e_tot_ev": -75338.7016, "smiles": "CC1=C[C@@H](Br)C1"}

---

Record 6
{"formula": "C31H56Cl2LiMg2N3O13Si", "method": "wB97M-V/def2-TZVPD", "elements": ["C", "C", "C", "C", "C", "Si", "C", "C", "O", "C", "C", "O", "C", "C", "O", "C", "C", "O", "C", "O", "C", "H", "H", "H", "H", "H", "H", "H", "H", "H", "H", "H", "H", "H", "H", "H", "H", "H", "H", "H", "H", "H", "H", "H", "H", "H", "H", "H", "H", "H", "H", "Mg", "C", "O", "H", "H", "H", "C", "C", "C", "O", "C", "C", "C", "O", "O", "O", "H", "H", "C", "C", "C", "C", "N", "H", "H", "H", "H", "H", "H", "H", "Mg", "C", "N", "O", "O", "H", "H", "H", "C", "C", "C", "O", "C", "N", "H", "H", "H", "H", "H", "H", "H", "H", "H", "H", "H", "Cl", "Cl", "Li"], "xyz": [[0.61428, -3.64076, 2.45219], [1.46189, -4.01691, 1.17099], [0.55238, -4.51547, -0.01339], [0.34331, -3.48703, -1.18116], [0.27966, -1.97099, -0.75873], [-1.40563, -1.36512, -0.11373], [-2.40318, -0.56913, -1.52938], [-3.68069, 0.22175, -0.99670], [-4.85600, -0.59827, -1.22334], [-5.76529, -0.30154, -0.18886], [-6.30327, -1.44798, 0.72556], [-6.10028, 0.83186, -0.01967], [-1.01945, -0.07508, 1.27071], [0.06397, 0.97429, 0.85397], [0.34216, 1.85202, 2.02024], [1.55810, 1.46373, 2.56519], [1.66773, 0.13473, 3.39471], [2.55137, 2.09707, 2.42300], [-2.49239, -2.67776, 0.74150], [-2.76867, -3.84722, -0.02510], [-3.48253, -4.76227, 0.80086], [1.08740, -4.04260, 3.38465], [0.38302, -2.55364, 2.52830], [-0.35068, -4.20455, 2.35916], [2.09414, -4.88850, 1.48358], [2.17541, -3.21101, 0.87735], [1.07925, -5.39847, -0.46225], [-0.41117, -4.93425, 0.37083], [-0.61928, -3.76783, -1.68598], [1.14995, -3.59647, -1.94687], [1.06083, -1.65662, -0.02643], [0.47743, -1.37358, -1.68685], [-1.75390, 0.08996, -2.16374], [-2.82729, -1.41235, -2.13772], [-3.60403, 0.43830, 0.09529], [-3.76319, 1.14161, -1.62121], [-5.96221, -2.43714, 0.32680], [-7.40583, -1.36230, 0.81486], [-5.85160, -1.29633, 1.73269], [-1.94165, 0.49859, 1.54991], [-0.69254, -0.64419, 2.19052], [-0.25978, 1.63721, 0.02574], [1.04552, 0.50518, 0.59589], [0.91607, 0.10138, 4.22281], [1.48182, -0.70939, 2.69116], [2.70327, 0.02840, 3.79184], [-2.05479, -2.88670, 1.75136], [-3.49028, -2.17266, 0.93239], [-4.58901, -4.69706, 0.61100], [-3.37802, -4.54351, 1.92270], [-3.15340, -5.82303, 0.66262], [-2.49446, -4.47434, 3.66372], [0.34966, -7.64155, -2.15463], [-0.21570, -7.12302, -1.07281], [0.61895, -6.93022, -2.96700], [1.30103, -8.19216, -2.00945], [-0.25437, -8.38987, -2.71812], [1.78972, 2.70759, -3.15988], [1.02957, 1.56170, -2.97977], [-0.16640, 1.45261, -3.92526], [-0.90545, 0.48421, -3.97863], [-0.43721, 2.59547, -4.82924], [0.32597, 3.76607, -4.98846], [1.58628, 3.79965, -4.10608], [2.41570, 4.69294, -4.16740], [0.10681, 4.70995, -5.73941], [1.21993, 0.64360, -2.16784], [2.66069, 2.84835, -2.54095], [-1.33957, 2.47175, -5.42283], [6.41599, 0.52078, -0.51142], [6.21176, 2.01840, -0.36001], [4.90512, 2.50319, -0.99741], [4.90633, 2.21207, -2.45127], [4.90357, 1.98465, -3.57403], [6.49748, 0.22440, -1.56009], [7.38732, 0.19941, 0.00555], [5.59066, -0.03698, -0.05764], [7.05899, 2.54097, -0.80845], [6.20517, 2.27193, 0.70267], [4.79047, 3.57961, -0.85369], [4.04756, 2.00682, -0.53692], [1.32619, 1.74796, -6.19980], [9.74019, 2.39709, -3.65381], [9.21062, 1.44538, -2.64026], [9.26291, 1.78181, -1.47381], [8.76170, 0.39478, -3.05804], [10.10463, 3.28308, -3.14274], [10.54731, 1.89646, -4.18340], [8.92268, 2.64678, -4.32639], [-3.00100, 3.49892, 2.59193], [-4.41171, 3.41560, 2.02865], [-5.33066, 4.56999, 2.46645], [-5.80342, 4.47485, 3.80137], [-4.88314, 4.90297, 4.78765], [-4.97729, 2.10591, 2.37966], [-2.94840, 3.18369, 3.63649], [-2.33977, 2.83708, 2.02697], [-2.59564, 4.51069, 2.52055], [-4.32565, 3.46900, 0.93852], [-6.22509, 4.54220, 1.83832], [-4.85933, 5.54620, 2.29405], [-4.27135, 5.74169, 4.44262], [-4.24578, 4.07195, 5.10076], [-5.45287, 5.22546, 5.66017], [-5.87486, 2.00114, 1.91190], [-5.22157, 2.13771, 3.36915], [8.78850, 0.13761, 0.91481], [-7.75227, -1.78909, 2.62446], [-1.35938, -0.31319, 4.05119]], "orbital_gap_ha": 0.04029, "largest_force_ev_per_a": 3.6, "molar_mass_g_mol": 833.3, "homo_energy_ev": -6.54, "e_tot_ev": -108138.6914}